[1]
C27H40Ge2P2Pd | ωB97M-V/def2-TZVPD

## Properties
- Calculated total energy: -6016.277916 a.u.
- Spin multiplicity: 2
- Energy relative to the best compared isomer or geometry (same formula, charge and spin): 231.89 kJ/mol
- Total charge: +3
- LUMO energy (spin up / spin down): -0.367 / -0.415 Eh

```
72
C27H40Ge2P2Pd, DFT ωB97M-V/def2-TZVPD
Pd 0.7452 0.6126 0.3866
C 1.7052 3.3919 1.9733
P 2.1767 2.4871 0.4877
C 3.9726 2.4349 0.4900
C 1.6253 3.4533 -0.9592
C 1.2619 2.5998 -2.1769
P -0.0504 1.4062 -1.7484
C -1.5732 2.3894 -1.6706
C -0.3085 0.2899 -3.1396
H 2.1650 4.3829 1.9212
H 2.0732 2.8808 2.8630
H 0.6246 3.5100 2.0392
H 4.3147 3.4700 0.5764
H 4.3712 1.9873 -0.4177
H 4.3284 1.8665 1.3482
H 2.4141 4.1668 -1.2118
H 0.7655 4.0418 -0.6271
H 2.1370 2.0753 -2.5661
H 0.8848 3.2371 -2.9811
H -1.7303 2.8612 -2.6433
H -1.5197 3.1605 -0.9021
H -2.4261 1.7456 -1.4462
H -0.4499 0.8801 -4.0478
H -1.2136 -0.2906 -2.9486
H 0.5258 -0.3956 -3.2806
C 4.8653 -1.6084 -0.2338
C 4.3312 -1.3907 1.0273
C 3.1672 -0.6359 1.1859
C 2.5685 -0.1591 0.0368
C 3.0704 -0.3299 -1.2322
C 4.2352 -1.0860 -1.3577
H 5.7816 -2.1724 -0.3437
H 4.8238 -1.7792 1.9101
H 2.7821 -0.4369 2.1781
H 2.6067 0.0625 -2.1267
H 4.6454 -1.2523 -2.3456
C -3.8784 1.5675 1.8037
Ge -2.6868 0.1614 2.4142
C -3.3798 -1.0580 3.7471
C -0.9746 1.0022 2.8793
Ge -1.9673 -1.2521 0.4937
C -0.2863 -2.1256 0.6810
C 0.1203 -2.4234 1.9998
C 1.2117 -3.2395 2.2285
C 1.9330 -3.7396 1.1480
C 1.5712 -3.4293 -0.1596
C 0.4656 -2.6363 -0.3961
C -2.9530 -1.5655 -1.0781
C -4.0220 -0.6885 -1.3442
C -4.8275 -0.8822 -2.4516
C -4.5878 -1.9640 -3.2947
C -3.5447 -2.8505 -3.0360
C -2.7292 -2.6555 -1.9372
H -4.0659 2.2048 2.6709
H -4.8398 1.2063 1.4480
H -3.4060 2.1705 1.0318
H -3.6665 -0.4794 4.6268
H -2.6522 -1.8083 4.0516
H -4.2681 -1.5607 3.3660
H -1.1033 1.5531 3.8157
H -0.7303 1.7883 2.1499
H -0.1297 0.3235 3.0185
H -0.4516 -2.0572 2.8453
H 1.4932 -3.5044 3.2391
H 2.7810 -4.3882 1.3282
H 2.1388 -3.8347 -0.9866
H 0.1666 -2.4299 -1.4169
H -4.2280 0.1408 -0.6779
H -5.6504 -0.2097 -2.6527
H -5.2278 -2.1265 -4.1522
H -3.3840 -3.6995 -3.6868
H -1.9375 -3.3666 -1.7336
```

=====

[2]
C27H41B2Br45FN2O7P | ωB97M-V/def2-TZVPD

## Properties
- Calculated total energy: -118011.036834 a.u.
- Spin multiplicity: 1
- Energy relative to the best compared isomer or geometry (same formula, charge and spin): 0.00 kJ/mol
- Total charge: 0
- LUMO energy: -0.016 Eh

```
126
C27H41B2Br45FN2O7P, DFT ωB97M-V/def2-TZVPD
C 0.7819 -2.8425 3.4331
C 0.2352 -2.5084 2.0283
O -0.1950 -1.1428 1.9196
B -1.5797 -0.9990 1.9874
O -2.2632 -1.8331 2.8936
P -2.5209 0.2827 0.8335
C -3.5521 0.7968 2.3703
N -4.4836 1.9205 2.1881
C -4.3558 2.9947 3.1747
C -1.3882 -0.3478 -0.6588
C -1.9074 0.0719 -2.0132
O -2.2496 1.1561 -2.3361
F -2.0180 -0.9125 -2.9706
C -1.7737 2.0169 0.6238
C -0.8422 2.2567 1.8087
O -1.1758 2.8470 2.7981
O 0.4480 1.7959 1.6982
C 1.1812 2.0705 2.8638
C 2.1078 3.2777 2.8709
O 1.0794 1.3600 3.8074
B -4.0649 -0.3985 -0.1155
O -3.9834 -1.7412 -0.5573
N -5.2809 0.3866 -0.3603
C -6.3454 -0.2079 0.4918
C -5.7364 0.2663 -1.7588
H 1.1433 -3.8781 3.4934
H -0.0070 -2.6387 4.1682
H 1.6329 -2.1887 3.6800
H -0.5109 -3.2413 1.6935
H 1.0915 -2.6077 1.3456
H -2.3882 -1.3921 3.7416
H -4.1801 -0.0927 2.6467
H -2.8698 0.9706 3.2251
H -4.4915 2.2670 1.2392
H -5.3757 3.3393 3.4348
H -3.9298 2.6315 4.1180
H -3.7897 3.8749 2.8313
H -0.3410 0.0003 -0.6014
H -1.3180 -1.4473 -0.5861
H -2.4975 2.8312 0.5324
H -1.1317 2.0736 -0.2648
H 3.0815 2.9457 3.2435
H 2.2488 3.6339 1.8385
H 1.7022 4.1003 3.4680
H -3.9504 -1.7894 -1.5209
H -7.3272 -0.1384 -0.0003
H -6.1848 -1.2763 0.7083
H -6.4334 0.3215 1.4538
H -5.0310 0.7499 -2.4590
H -5.9819 -0.7645 -2.0767
H -6.6708 0.8439 -1.8486
C 3.4906 -4.0736 -0.8927
Br 4.6181 -3.0350 -2.0738
Br 3.8652 -3.6931 0.9582
Br 1.6252 -3.8352 -1.3050
H 3.7273 -5.1164 -1.0601
C 4.5492 0.2699 0.3769
Br 2.6673 -0.0854 0.6286
Br 4.9688 2.1339 0.6607
Br 5.6555 -0.8766 1.4716
H 4.7833 0.0452 -0.6557
C -4.9373 4.1427 -3.8714
Br -4.4896 3.9083 -2.0064
Br -5.7871 2.5680 -4.5919
Br -5.9880 5.7335 -4.1579
H -4.0085 4.2762 -4.4088
C 9.5014 -0.0444 0.7602
Br 10.3501 1.6628 0.4522
Br 9.6966 -1.2285 -0.7558
Br 10.1161 -0.8642 2.4001
H 8.4422 0.1443 0.8793
C -3.7572 7.9153 -0.1856
Br -3.6271 7.6831 -2.0969
Br -5.5932 8.0799 0.3868
Br -2.8354 6.5100 0.7690
H -3.2617 8.8446 0.0592
C 8.3594 -3.8333 -3.5169
Br 9.2131 -2.1200 -3.8150
Br 8.5661 -5.0139 -5.0298
Br 8.9598 -4.6675 -1.8833
H 7.3001 -3.6436 -3.4052
C 0.8931 -2.4037 -5.3751
Br -1.0138 -2.5125 -5.1361
Br 1.6643 -1.0563 -4.2240
Br 1.7353 -4.1249 -5.1383
H 1.0827 -2.0970 -6.3944
C 12.2146 -7.3576 -5.6355
Br 11.6549 -8.0825 -3.9365
Br 10.8248 -7.5113 -6.9666
Br 12.8351 -5.5373 -5.4662
H 13.0511 -7.9512 -5.9772
C -5.7301 -2.3993 4.6074
Br -6.2013 -3.1032 6.3435
Br -7.1813 -2.5856 3.3511
Br -5.1008 -0.5739 4.7256
H -4.9062 -2.9946 4.2348
C -4.9102 3.5057 7.7622
Br -3.3319 4.0128 6.7743
Br -5.7600 1.9371 7.0203
Br -4.5263 3.2857 9.6427
H -5.6151 4.3227 7.6767
C -3.5079 -5.8083 -4.2601
Br -4.4981 -4.3228 -3.5199
Br -1.8276 -6.0685 -3.3498
Br -4.5628 -7.4241 -4.2932
H -3.2779 -5.5561 -5.2865
C 5.6196 -6.4245 3.1738
Br 5.7106 -6.7969 1.2817
Br 3.7953 -6.3459 3.8022
Br 6.6742 -7.6757 4.1960
H 6.0517 -5.4443 3.3258
C 9.0677 -0.7742 -8.2053
Br 7.1531 -0.9370 -8.0135
Br 9.7851 0.6141 -7.0708
Br 9.9573 -2.4607 -7.9144
H 9.2618 -0.4819 -9.2280
C -4.0770 7.1783 9.6688
Br -2.9904 8.1686 8.4182
Br -3.6674 7.6397 11.4972
Br -5.9611 7.3759 9.2888
H -3.8348 6.1308 9.5428
C -3.8353 6.2125 -8.0310
Br -5.7439 5.9660 -7.8990
Br -3.3175 8.0205 -7.5966
Br -2.8697 4.9183 -6.9688
H -3.5615 6.0411 -9.0629
```

=====

[3]
C27H41B2F4N10O6Ti | ωB97M-V/def2-TZVPD

## Properties
- Calculated total energy: -3351.205432 a.u.
- Spin multiplicity: 1
- Energy relative to the best compared isomer or geometry (same formula, charge and spin): 138.37 kJ/mol
- Total charge: +1
- LUMO energy: -0.171 Eh

```
91
C27H41B2F4N10O6Ti, DFT ωB97M-V/def2-TZVPD
Ti 0.1289 0.4676 -0.8762
C 2.2575 -0.8258 -4.4087
C 1.4918 -0.7085 -3.1483
N 0.7960 0.3005 -2.8211
O 0.6554 1.3037 -3.6850
B 0.0538 2.4897 -2.9802
F -0.9711 1.9056 -2.1134
F -0.4265 3.3913 -3.8363
O 1.0569 3.0620 -2.0504
N 1.4471 2.0615 -1.2543
C 2.6157 2.0835 -0.7644
C 3.6157 3.1446 -1.0542
C 2.9135 0.9060 0.0919
N 1.9271 0.1075 0.2655
O 2.2004 -0.9292 1.0425
B 1.4930 -2.2741 0.9774
F 0.8632 -2.5523 2.1601
F 2.5028 -3.1889 0.6969
O 0.4607 -2.3035 -0.1324
N 0.6905 -1.4412 -1.1296
C 1.4131 -1.7870 -2.1142
C 2.0971 -3.0898 -2.2571
C 4.2641 0.6846 0.6700
H 2.0040 -0.0143 -5.0824
H 2.0599 -1.7843 -4.8910
H 3.3287 -0.7840 -4.1895
H 3.1330 4.0024 -1.5109
H 4.3656 2.7567 -1.7499
H 4.1294 3.4506 -0.1424
H 1.7956 -3.7668 -1.4666
H 3.1790 -2.9413 -2.1829
H 1.8848 -3.5240 -3.2372
H 4.3915 1.2817 1.5773
H 5.0302 0.9907 -0.0429
H 4.3905 -0.3605 0.9336
C -4.2638 -2.5571 -1.3341
N -2.9594 -2.5740 -2.0018
C -2.8511 -3.5619 -3.0799
C -1.5048 -3.2337 -3.7125
N -1.2448 -1.8511 -3.2956
C -1.3648 -0.8463 -4.3662
C -2.0357 -1.5817 -2.1695
N -1.7965 -0.5113 -1.4692
C -2.7139 -0.0880 -0.3998
C -2.4235 -0.8622 0.8754
N -1.1336 -0.4665 1.4318
C -1.0050 -0.5838 2.7113
N -0.0555 0.0121 3.4962
C 1.1501 0.6850 3.0782
C -0.1232 -0.4621 4.8688
C -1.5445 -1.0049 4.9429
N -1.8557 -1.3025 3.5405
C -2.2715 -2.6571 3.1794
H -4.6360 -3.5783 -1.3327
H -4.9773 -1.9342 -1.8755
H -4.2091 -2.2326 -0.3053
H -3.6883 -3.4667 -3.7763
H -2.8677 -4.5646 -2.6581
H -1.5249 -3.3083 -4.7968
H -0.7248 -3.8936 -3.3312
H -0.5406 -0.9637 -5.0719
H -1.3248 0.1525 -3.9443
H -2.3071 -0.9505 -4.9168
H -3.7547 -0.1942 -0.6862
H -2.5742 0.9616 -0.2088
H -2.4169 -1.9251 0.6154
H -3.2417 -0.6825 1.5776
H 1.0380 1.0511 2.0686
H 2.0085 0.0055 3.1200
H 1.3360 1.5351 3.7347
H 0.0489 0.3589 5.5641
H 0.6321 -1.2372 5.0468
H -2.2340 -0.2582 5.3405
H -1.6175 -1.9001 5.5541
H -2.0277 -3.3378 3.9968
H -1.7246 -2.9996 2.3039
H -3.3457 -2.7246 2.9891
O -2.3109 2.5439 1.2228
C -1.1118 2.5996 1.1719
O -0.3582 1.7907 0.4195
C -0.3377 3.5683 2.0152
C 0.8848 4.0843 1.5997
C 1.5852 4.9638 2.4156
C 1.0722 5.3106 3.6589
C -0.1525 4.7988 4.0723
C -0.8639 3.9382 3.2456
H 1.2682 3.8196 0.6222
H 2.5253 5.3881 2.0800
H 1.6193 5.9923 4.2990
H -0.5592 5.0780 5.0375
H -1.8277 3.5431 3.5431
```